Model i:
Here is a molecular structure, C5H8O from OMol25. Energies are from wB97M-V/def2-TZVPD.

Each line ends with the Löwdin charge.
Element x y z (Å)
O (0.74690, 0.81582, 1.58201)  0.017
C (0.46949, 0.51683, 0.25015)  -0.618
C (1.39352, 0.86486, -0.72810)  0.074
C (-1.00557, 0.65570, -0.11222)  0.014
C (-1.59233, -0.68982, 0.15630)  -0.176
C (-0.13281, -1.05293, 0.02499)  -0.090
H (1.68994, 0.63706, 1.70081)  0.102
H (2.06731, 1.70915, -0.59405)  0.064
H (1.38671, 0.38483, -1.70037)  0.060
H (-1.22825, 1.17371, -1.04972)  0.102
H (-2.01477, -0.83488, 1.15169)  0.110
H (-2.25315, -1.10405, -0.60576)  0.107
H (0.30982, -1.60772, 0.86047)  0.122
H (0.16317, -1.46855, -0.93620)  0.112

=====

Model ii:
Here is C5H8O in the gas phase from OMol25. Energies are from wB97M-V/def2-TZVPD.

Each line ends with the Löwdin charge.
Element x y z (Å)
C (1.05884, -0.73650, -1.05492)  0.058
C (0.66051, 0.47494, -0.26741)  -0.362
C (-0.86438, 0.59917, -0.55232)  -0.174
C (-1.25990, -0.55005, 0.27181)  -0.200
O (-0.62902, -0.57549, 1.40554)  -0.073
C (0.58114, 0.22413, 1.26636)  -0.110
H (0.60659, -0.78850, -2.06061)  0.062
H (1.38104, -1.61087, -0.46789)  0.066
H (1.23558, 1.38946, -0.46702)  0.133
H (-1.13277, 0.46863, -1.61165)  0.114
H (-1.33321, 1.53045, -0.18788)  0.115
H (-2.13469, -1.19814, 0.19246)  0.121
H (1.40648, -0.36623, 1.68087)  0.125
H (0.42379, 1.13900, 1.85267)  0.126

=====

Model iii:
Here is C5H8O in the gas phase from OMol25. Energies are from wB97M-V/def2-TZVPD.

Each line ends with the Löwdin charge.
Element x y z (Å)
C (-1.93331, 1.19727, -0.58340)  -0.097
C (-1.51326, -0.19005, -0.22462)  -0.114
C (-0.24366, -0.65213, -0.10112)  -0.182
C (0.90565, 0.08158, -0.54067)  0.049
C (2.16054, -0.33812, 0.11758)  -0.330
O (2.12998, -1.22240, 1.23294)  -0.096
H (-2.75836, 1.20563, -1.30607)  0.079
H (-2.32258, 1.67353, 0.32652)  0.086
H (-1.10036, 1.79814, -0.95669)  0.066
H (-0.11049, -1.64706, 0.34196)  0.106
H (-2.32161, -0.86810, 0.05736)  0.105
H (2.71349, 0.58636, 0.35688)  0.115
H (2.78939, -0.82880, -0.64385)  0.128
H (1.60459, -0.79586, 1.92316)  0.085

=====

Question: of the structures shown, which is the least stable? Reply: model i.